(1)
{"formula": "C6H15N2", "method": "ωB97M-V with the def2-TZVPD basis set", "homo_energy_ev": -14.16, "charge": 1, "fmax_ha_per_bohr": 0.114, "gap_ev": 10.76, "e_lumo_ev": -3.400, "smiles": "C=N[C@](C)([NH3+])C(C)C", "relative_energy_kj_mol": 349.5, "symbols": ["C", "N", "C", "C", "N", "C", "C", "C", "H", "H", "H", "H", "H", "H", "H", "H", "H", "H", "H", "H", "H", "H", "H"], "positions_angstrom": [[1.75, -1.71, -0.86], [0.98, -0.71, -0.99], [0.63, 0.27, -0.17], [1.02, 1.71, -0.51], [1.33, 0.13, 1.24], [-1.09, 0.23, 0.13], [-1.34, -1.09, 0.78], [-1.90, 0.53, -1.17], [1.84, -2.47, -1.60], [2.60, -1.98, -0.12], [2.14, 1.79, -0.28], [0.46, 2.42, 0.03], [1.11, 1.94, -1.53], [2.26, 0.33, 0.99], [1.24, -0.89, 1.62], [1.08, 0.78, 1.86], [-1.35, 1.02, 0.81], [-0.53, -1.67, 0.49], [-2.31, -1.44, 0.41], [-1.57, -0.89, 1.77], [-1.70, -0.17, -1.97], [-2.87, 0.38, -0.95], [-1.77, 1.53, -1.70]]}



(2)
{"formula": "C27H42Br2F3N2O11P", "method": "ωB97M-V with the def2-TZVPD basis set", "homo_energy_ev": -7.90, "fmax_ha_per_bohr": 0.056, "gap_ev": 7.54, "e_lumo_ev": -0.359, "smiles": "NP(O)c1ccc2c(c1CCOC=O)C(=O)N(CC[C@](F)(Br)C(F)(F)Br)C2=O.COCCOCCOC.COCCOCCOC", "symbols": ["N", "P", "O", "C", "C", "C", "C", "C", "C", "C", "C", "O", "C", "O", "C", "O", "N", "C", "C", "C", "F", "Br", "C", "F", "F", "Br", "C", "O", "H", "H", "H", "H", "H", "H", "H", "H", "H", "H", "H", "H", "H", "H", "C", "O", "C", "C", "O", "C", "C", "O", "C", "H", "H", "H", "H", "H", "H", "H", "H", "H", "H", "H", "H", "H", "H", "C", "O", "C", "C", "O", "C", "C", "O", "C", "H", "H", "H", "H", "H", "H", "H", "H", "H", "H", "H", "H", "H", "H"], "positions_angstrom": [[0.53, -2.06, 5.49], [0.72, -0.36, 5.77], [-0.56, 0.12, 6.68], [0.54, 0.28, 4.03], [-0.47, -0.29, 3.25], [-0.62, 0.11, 1.94], [0.23, 1.06, 1.49], [1.24, 1.65, 2.24], [1.40, 1.28, 3.55], [2.50, 1.95, 4.38], [1.93, 3.27, 4.97], [0.82, 3.02, 5.82], [-0.37, 3.41, 5.28], [-1.31, 2.67, 5.44], [1.99, 2.65, 1.38], [2.69, 3.57, 1.70], [1.70, 2.22, 0.02], [2.81, 1.28, -0.30], [2.42, 0.07, -1.17], [2.36, -1.27, -0.41], [2.26, -1.13, 0.94], [4.05, -2.24, -0.72], [1.21, -2.22, -0.88], [1.53, -3.47, -0.49], [0.05, -1.96, -0.28], [0.97, -2.28, -2.79], [0.38, 1.69, 0.11], [-0.48, 1.74, -0.72], [0.69, -2.57, 6.36], [1.28, -2.35, 4.86], [-0.20, 0.81, 7.24], [-1.11, -1.06, 3.66], [-1.37, -0.30, 1.28], [3.37, 2.22, 3.77], [2.75, 1.33, 5.24], [1.61, 3.91, 4.14], [2.69, 3.83, 5.52], [-0.48, 4.31, 4.65], [3.36, 0.96, 0.60], [3.54, 1.85, -0.87], [3.22, -0.05, -1.90], [1.52, 0.24, -1.77], [-6.43, -0.87, 0.09], [-6.21, -0.12, 1.27], [-7.37, 0.13, 2.04], [-7.15, -0.15, 3.52], [-6.95, -1.52, 3.86], [-5.76, -2.17, 3.43], [-4.46, -1.65, 4.02], [-4.14, -0.35, 3.56], [-3.75, 0.56, 4.57], [-6.67, -0.20, -0.75], [-5.52, -1.42, -0.15], [-7.24, -1.60, 0.21], [-8.22, -0.46, 1.68], [-7.61, 1.19, 1.93], [-8.07, 0.14, 4.03], [-6.36, 0.47, 3.93], [-5.71, -2.20, 2.34], [-5.87, -3.20, 3.76], [-3.65, -2.32, 3.71], [-4.53, -1.67, 5.12], [-4.33, 0.42, 5.49], [-3.94, 1.57, 4.21], [-2.68, 0.46, 4.79], [0.77, -0.41, -6.38], [2.09, -0.91, -6.27], [2.32, -2.10, -7.01], [3.60, -2.04, -7.81], [3.61, -1.11, -8.89], [3.58, 0.28, -8.59], [4.79, 0.84, -7.87], [4.88, 0.37, -6.54], [6.17, -0.08, -6.17], [0.14, -0.84, -5.59], [0.81, 0.67, -6.23], [0.33, -0.60, -7.36], [1.48, -2.33, -7.67], [2.41, -2.93, -6.28], [3.73, -3.02, -8.29], [4.47, -1.91, -7.17], [2.65, 0.54, -8.08], [3.53, 0.77, -9.57], [4.70, 1.93, -7.83], [5.69, 0.59, -8.44], [6.67, -0.61, -6.98], [6.05, -0.77, -5.33], [6.79, 0.77, -5.84]]}



(3)
{"formula": "C33H87N5O11", "method": "ωB97M-V with the def2-TZVPD basis set", "homo_energy_ev": -15.73, "charge": 4, "fmax_ha_per_bohr": 0.115, "gap_ev": 7.69, "e_lumo_ev": -8.039, "relative_energy_kj_mol": 561.0, "symbols": ["C", "C", "C", "O", "H", "H", "H", "H", "H", "H", "H", "C", "O", "C", "C", "N", "H", "H", "C", "C", "O", "C", "H", "H", "H", "H", "H", "H", "H", "H", "H", "H", "H", "H", "H", "H", "C", "O", "C", "C", "N", "H", "H", "C", "C", "O", "C", "H", "H", "H", "H", "H", "H", "H", "H", "H", "H", "H", "H", "H", "H", "C", "O", "C", "C", "N", "H", "H", "C", "C", "O", "C", "H", "H", "H", "H", "H", "H", "H", "H", "H", "H", "H", "H", "H", "H", "C", "O", "C", "C", "N", "H", "H", "C", "C", "O", "C", "H", "H", "H", "H", "H", "H", "H", "H", "H", "H", "H", "H", "H", "H", "C", "O", "C", "C", "N", "H", "H", "C", "C", "O", "C", "H", "H", "H", "H", "H", "H", "H", "H", "H", "H", "H", "H", "H", "H"], "positions_angstrom": [[14.62, 13.44, 13.33], [13.37, 12.98, 12.57], [12.32, 14.07, 12.66], [13.83, 12.50, 11.31], [15.05, 14.31, 12.84], [15.32, 12.62, 13.46], [14.42, 13.80, 14.34], [12.97, 12.08, 13.03], [12.81, 15.01, 12.42], [12.07, 14.27, 13.70], [11.34, 13.99, 12.18], [9.23, 20.22, 18.75], [8.11, 19.39, 18.27], [7.07, 20.12, 17.64], [5.89, 19.11, 17.30], [6.38, 17.76, 16.95], [7.31, 17.68, 17.35], [5.75, 17.07, 17.32], [6.59, 17.48, 15.50], [7.64, 16.42, 15.15], [8.84, 16.63, 15.87], [9.95, 15.78, 15.43], [9.18, 20.41, 19.82], [9.47, 20.92, 17.95], [10.07, 19.53, 18.65], [7.47, 20.52, 16.70], [6.76, 21.00, 18.20], [5.27, 19.40, 16.45], [5.22, 18.78, 18.09], [6.83, 18.36, 14.89], [5.57, 17.29, 15.16], [7.79, 16.47, 14.07], [7.30, 15.42, 15.42], [9.76, 14.72, 15.54], [10.93, 15.97, 15.88], [10.02, 15.83, 14.35], [9.31, 12.18, 8.04], [9.61, 11.26, 9.08], [10.05, 12.02, 10.33], [10.54, 10.96, 11.31], [11.92, 10.39, 10.78], [11.76, 10.20, 9.80], [12.59, 11.14, 10.89], [12.35, 9.10, 11.41], [13.73, 8.86, 10.92], [13.47, 8.29, 9.61], [14.55, 7.64, 8.97], [10.25, 12.33, 7.50], [9.00, 13.18, 8.34], [8.49, 11.83, 7.42], [9.27, 12.70, 10.69], [10.94, 12.64, 10.25], [9.77, 10.19, 11.31], [10.52, 11.34, 12.33], [11.61, 8.33, 11.26], [12.36, 9.45, 12.44], [14.13, 8.04, 11.52], [14.40, 9.72, 10.94], [15.00, 6.72, 9.33], [15.32, 8.26, 8.51], [14.20, 7.05, 8.13], [10.11, 15.26, 6.64], [11.00, 14.83, 7.54], [11.97, 15.92, 7.91], [12.57, 15.49, 9.22], [13.38, 14.24, 9.04], [13.65, 13.87, 9.94], [12.89, 13.45, 8.64], [14.81, 14.42, 8.35], [15.44, 13.01, 8.14], [14.46, 12.17, 7.64], [14.88, 10.85, 7.62], [10.68, 15.49, 5.74], [9.40, 16.06, 6.87], [9.62, 14.33, 6.35], [11.64, 16.96, 7.95], [12.85, 15.96, 7.26], [11.86, 15.45, 10.05], [13.38, 16.18, 9.45], [15.50, 15.03, 8.93], [14.67, 14.97, 7.42], [16.03, 12.64, 8.99], [16.06, 13.07, 7.24], [14.10, 10.19, 7.24], [15.43, 10.57, 8.52], [15.57, 10.69, 6.79], [19.68, 19.31, 14.33], [20.60, 18.23, 13.97], [21.00, 17.50, 15.15], [21.77, 16.20, 14.74], [20.98, 15.46, 13.63], [20.82, 16.12, 12.89], [21.49, 14.64, 13.31], [19.69, 14.76, 14.13], [18.97, 14.00, 12.98], [18.60, 15.12, 12.14], [17.94, 14.70, 10.91], [20.33, 20.11, 14.67], [18.93, 18.97, 15.04], [19.25, 19.64, 13.38], [20.10, 17.25, 15.70], [21.73, 18.15, 15.63], [21.71, 15.49, 15.56], [22.67, 16.39, 14.16], [19.22, 15.62, 14.60], [19.99, 14.11, 14.95], [18.10, 13.40, 13.24], [19.76, 13.29, 12.74], [18.44, 13.86, 10.42], [18.01, 15.55, 10.23], [16.90, 14.43, 11.07], [16.32, 20.70, 17.35], [17.24, 19.63, 17.76], [16.81, 18.97, 19.00], [15.61, 18.06, 18.98], [15.78, 17.11, 17.80], [16.00, 17.75, 17.04], [16.56, 16.48, 17.74], [14.42, 16.45, 17.44], [14.48, 16.05, 15.96], [14.36, 17.37, 15.23], [13.85, 17.31, 13.87], [15.29, 20.51, 17.04], [16.76, 21.39, 16.64], [16.08, 21.29, 18.23], [16.68, 19.73, 19.77], [17.68, 18.39, 19.27], [14.75, 18.67, 18.69], [15.53, 17.45, 19.87], [13.58, 17.05, 17.79], [14.44, 15.56, 18.07], [13.63, 15.38, 15.88], [15.37, 15.49, 15.66], [12.88, 16.84, 13.75], [14.53, 16.75, 13.23], [13.99, 18.35, 13.57]]}



(4)
{"formula": "C18H20IrN7O7S", "method": "ωB97M-V with the def2-TZVPD basis set", "homo_energy_ev": [-7.52, -8.20], "s2": 6.03, "fmax_ha_per_bohr": 0.017, "gap_ev": [7.51, 6.23], "e_lumo_ev": [-0.011, -1.968], "relative_energy_kj_mol": 0.0, "spin_multiplicity": 5, "symbols": ["Ir", "C", "C", "N", "N", "C", "S", "N", "N", "H", "H", "H", "H", "H", "H", "O", "C", "C", "O", "C", "C", "O", "C", "O", "O", "C", "N", "C", "C", "C", "O", "N", "C", "O", "H", "H", "H", "H", "H", "C", "C", "C", "C", "C", "N", "H", "H", "H", "H", "H", "H", "H", "H", "H"], "positions_angstrom": [[-0.52, 0.28, -0.17], [-1.03, -1.57, 4.85], [-1.52, -0.30, 4.25], [-2.30, 0.57, 4.80], [-2.46, 1.52, 3.82], [-1.81, 1.27, 2.68], [-1.76, 2.14, 1.25], [-1.19, 0.09, 2.97], [-0.38, -0.57, 2.06], [-1.46, -1.68, 5.85], [0.06, -1.57, 4.93], [-1.33, -2.42, 4.23], [-3.04, 2.32, 3.99], [0.60, -0.48, 2.32], [-0.69, -1.56, 1.96], [5.61, -1.21, -1.61], [4.47, -1.09, -1.26], [3.23, -1.50, -2.06], [3.21, -2.14, -3.08], [2.05, -0.93, -1.33], [2.51, -0.24, -0.13], [1.76, 0.41, 0.62], [3.98, -0.47, 0.05], [4.63, -0.26, 1.04], [0.86, -1.03, -1.64], [-3.53, -2.14, -3.47], [-3.04, -2.39, -2.12], [-3.12, -3.63, -1.53], [-2.60, -3.87, -0.32], [-1.89, -2.81, 0.37], [-1.40, -2.98, 1.50], [-1.82, -1.60, -0.26], [-2.38, -1.37, -1.46], [-2.29, -0.24, -1.98], [-4.11, -3.00, -3.79], [-2.70, -1.97, -4.15], [-4.17, -1.25, -3.47], [-3.64, -4.38, -2.10], [-2.68, -4.84, 0.15], [-0.76, 4.30, -3.96], [-1.32, 2.89, -3.72], [-1.09, 1.98, -4.93], [-2.82, 2.95, -3.37], [-0.62, 2.30, -2.57], [-0.10, 1.85, -1.66], [-1.33, 4.77, -4.77], [0.29, 4.27, -4.25], [-0.86, 4.92, -3.07], [-1.63, 2.40, -5.79], [-1.46, 0.98, -4.73], [-0.03, 1.92, -5.18], [-3.37, 3.31, -4.24], [-3.00, 3.62, -2.53], [-3.19, 1.95, -3.10]]}